The following is a DFT calculation (the ωB97M-V functional and the def2-TZVPD basis) of a cluster of 14 separate species, C30H57Br2N15O26S in total.

Element x y z (Å)
C: -1.2604 -0.4172 -6.2869
N: -1.3413 0.5866 -7.3466
C: -2.4088 1.5928 -7.1359
C: -2.5179 2.0004 -5.6919
C: -3.6662 1.7574 -4.9487
C: -3.7434 2.1034 -3.6041
C: -2.6506 2.7156 -3.0162
C: -1.4963 2.9763 -3.7527
C: -1.4299 2.6299 -5.0972
N: -0.3807 3.5962 -3.1210
C: 0.0256 3.0124 -1.8934
C: -0.9395 2.7708 -0.9104
C: -0.6246 2.2144 0.3105
C: 0.6829 1.8769 0.6036
C: 1.6552 2.1137 -0.3584
C: 1.3520 2.6627 -1.6018
C: 2.4687 2.8345 -2.6275
Br: 4.1418 3.3457 -1.7925
C: 2.5107 1.5302 -3.5176
C: 2.3904 1.9116 -4.9880
Br: 4.1895 0.5111 -3.3949
S: -2.6118 3.1913 -1.3138
H: -0.7148 -0.0558 -5.4185
H: -2.2364 -0.7779 -5.9411
H: -0.7182 -1.2887 -6.6494
H: -1.5680 0.0796 -8.1917
H: -2.1556 2.4532 -7.7539
H: -3.3800 1.2038 -7.4598
H: -4.5019 1.2747 -5.4362
H: -4.6303 1.8930 -3.0261
H: -0.5423 2.8460 -5.6743
H: 0.3784 3.6819 -3.7778
H: -1.3996 2.0250 1.0375
H: 0.9707 1.4178 1.5327
H: 2.6674 1.8194 -0.1270
H: 2.2124 3.6576 -3.2846
H: 1.6909 0.8874 -3.2225
H: 3.0695 2.7414 -5.1838
H: 2.6288 1.0904 -5.6550
H: 1.3825 2.2530 -5.2175
C: -0.5800 -2.9312 0.1544
N: -0.0953 -1.5264 0.2336
O: 0.4888 -1.1950 1.2504
O: -0.3078 -0.8120 -0.7189
H: -0.3111 -3.4384 1.0732
H: -1.6575 -2.9082 0.0225
H: -0.0947 -3.3905 -0.7014
C: 5.5331 -2.9752 -3.7575
N: 5.4043 -4.4579 -3.7588
O: 4.5710 -4.9506 -3.0242
O: 6.1439 -5.0721 -4.4945
H: 4.8095 -2.5691 -3.0608
H: 6.5499 -2.7362 -3.4556
H: 5.3357 -2.6278 -4.7670
C: 2.7421 -5.9164 1.5549
N: 1.2904 -5.6226 1.4520
O: 0.7378 -5.1456 2.4280
O: 0.7356 -5.8646 0.4005
H: 3.0729 -5.6426 2.5448
H: 2.8783 -6.9749 1.3772
H: 3.2450 -5.3256 0.7968
C: -4.9074 1.1855 3.1843
N: -3.4992 1.5994 2.9547
O: -3.3010 2.5919 2.2812
O: -2.6257 0.9209 3.4580
H: -5.5527 1.8864 2.6684
H: -5.0249 0.1810 2.7893
H: -5.0782 1.2047 4.2461
C: 1.1037 -0.6006 4.0940
N: 1.8959 -0.8257 5.3343
O: 2.5671 0.0941 5.7556
O: 1.8204 -1.9255 5.8415
H: 1.2712 0.4157 3.7588
H: 1.4445 -1.3170 3.3566
H: 0.0578 -0.7627 4.3370
C: -5.9579 -0.2337 7.9463
N: -5.4350 0.3267 6.6709
O: -4.9947 1.4568 6.6848
O: -5.4838 -0.3922 5.6930
H: -5.8477 0.5163 8.7202
H: -7.0019 -0.4847 7.7861
H: -5.3758 -1.1219 8.1724
C: -5.0678 5.8376 1.5518
N: -6.0184 4.7150 1.3282
O: -6.1181 3.8794 2.2033
O: -6.6252 4.7083 0.2800
H: -4.6022 5.7039 2.5208
H: -4.3311 5.8011 0.7541
H: -5.6401 6.7595 1.5117
C: 4.5813 -8.6342 4.9746
N: 3.7896 -8.6651 3.7159
O: 4.2217 -8.0630 2.7551
O: 2.7497 -9.2920 3.7329
H: 5.4692 -8.0385 4.8040
H: 3.9521 -8.1926 5.7419
H: 4.8320 -9.6611 5.2225
C: 6.6706 -3.4679 3.3559
N: 5.9373 -4.7487 3.1717
O: 6.0068 -5.5831 4.0469
O: 5.3114 -4.8677 2.1345
H: 7.1878 -3.4962 4.3077
H: 7.3672 -3.3748 2.5297
H: 5.9379 -2.6671 3.3349
C: -2.2592 6.7250 -3.5682
N: -1.9049 8.0120 -2.9102
O: -2.5247 8.3383 -1.9171
O: -1.0088 8.6566 -3.4119
H: -3.0682 6.2651 -3.0146
H: -2.5646 6.9508 -4.5850
H: -1.3717 6.0975 -3.5529
C: -5.5509 9.6889 -2.2434
N: -5.9253 8.5811 -3.1646
O: -7.1022 8.3683 -3.3531
O: -5.0085 7.9623 -3.6645
H: -6.4604 10.1478 -1.8742
H: -4.9675 9.2556 -1.4368
H: -4.9541 10.3961 -2.8109
C: 5.8912 -1.2612 0.0702
N: 7.3452 -1.5799 0.0019
O: 7.8835 -1.5596 -1.0820
O: 7.8913 -1.8403 1.0559
H: 5.5360 -1.0473 -0.9299
H: 5.3891 -2.1301 0.4891
H: 5.7783 -0.3960 0.7169
C: -0.5424 -7.4241 4.6259
N: -0.8373 -7.3209 6.0815
O: -0.1840 -8.0055 6.8417
O: -1.7167 -6.5532 6.4095
H: 0.2580 -8.1427 4.4865
H: -1.4523 -7.7508 4.1320
H: -0.2459 -6.4376 4.2815

Values from the calculation:
HOMO-LUMO gap	7.7	eV
DFT total energy	-258505.530	eV
highest occupied orbital energy	-8.04	eV